Here is one molecule with the formula C5H3NO from the OMol25 dataset. Energies are from ωB97M-V with the def2-TZVPD basis set.

ORCA input file:
```
! RIJCOSX wB97M-V def2-TZVPD def2/J DEFGRID3
* xyz 0 1
C -1.8368 -0.6663 1.2860
C -1.1253 0.1648 0.7779
C -0.0310 0.6642 0.0055
C 1.3584 0.5121 0.3470
N 2.0186 -0.0891 -0.5978
O 1.1061 -0.3182 -1.6215
C -0.0652 0.1756 -1.2649
H -2.4339 -1.3868 1.7932
H 1.9107 0.8474 1.2192
H -0.9015 0.0963 -1.9445
*
```

Properties
- SMILES string: C#Cc1cnoc1
- LUMO level: 0.87 eV
- E_tot: -8766.547 eV
- Gap between HOMO and LUMO: 10.02 eV
- Relative energy (zero: lowest compared OMol25 entry of this formula, charge and spin): 333.8 kJ/mol


Here is one molecule with the formula C5H3NO from the OMol25 dataset. Energies are from ωB97M-V with the def2-TZVPD basis set.

ORCA input file:
```
! RIJCOSX wB97M-V def2-TZVPD def2/J DEFGRID3
* xyz 0 1
O -1.6152 -0.5068 1.3055
C -0.9773 -0.0228 0.4110
C 0.0727 -0.7607 -0.3550
C 2.0088 -0.1288 -0.9986
C 1.4125 -0.1562 0.1676
C -1.1208 1.4089 0.0594
N -1.2723 2.5213 -0.2202
H -0.1470 -0.6132 -1.4436
H -0.0184 -1.8361 -0.1605
H 1.6569 0.0945 1.2346
*
```

Properties
- LUMO level: -0.87 eV
- E_tot: -8765.950 eV
- Gap between HOMO and LUMO: 10.15 eV
- Relative energy (zero: lowest compared OMol25 entry of this formula, charge and spin): 391.3 kJ/mol


Here is one molecule with the formula C5H3NO from the OMol25 dataset. Energies are from ωB97M-V with the def2-TZVPD basis set.

ORCA input file:
```
! RIJCOSX wB97M-V def2-TZVPD def2/J DEFGRID3
* xyz 0 1
C 2.2725 1.2752 0.2624
C 1.1620 0.8151 0.1955
C -0.3692 0.4073 0.1902
C -0.2625 -0.9574 -0.3284
O 0.5332 -1.7611 -0.7047
C -1.9298 -1.3218 -0.3028
N -3.0329 -1.6869 -0.3237
H 3.2313 1.7424 0.2977
H -0.7195 0.4215 1.2217
H -0.8851 1.0657 -0.5080
*
```

Properties
- SMILES string: C#CCC(=O)C#N
- LUMO level: -0.29 eV
- E_tot: -8767.047 eV
- Gap between HOMO and LUMO: 10.72 eV
- Relative energy (zero: lowest compared OMol25 entry of this formula, charge and spin): 285.5 kJ/mol


Here is one molecule with the formula C5H3NO from the OMol25 dataset. Energies are from ωB97M-V with the def2-TZVPD basis set.

ORCA input file:
```
! RIJCOSX wB97M-V def2-TZVPD def2/J DEFGRID3
* xyz 0 1
N 3.0646 -0.6740 -0.1265
C 1.9639 -0.3293 -0.0399
C 0.5964 0.0303 0.0426
C -0.4842 -0.8919 -0.0601
C -1.6323 -0.2018 -0.0114
O -1.2805 1.2148 0.1623
C 0.0724 1.2700 0.2058
H -0.3883 -1.9588 -0.1688
H -2.5805 -0.6311 -0.3952
H 0.6685 2.1718 0.3911
*
```

Properties
- SMILES string: N#Cc1ccoc1
- LUMO level: 0.76 eV
- E_tot: -8769.448 eV
- Gap between HOMO and LUMO: 10.43 eV
- Relative energy (zero: lowest compared OMol25 entry of this formula, charge and spin): 53.9 kJ/mol


Here is one molecule with the formula C5H3NO2 from the OMol25 dataset. Energies are from ωB97M-V with the def2-TZVPD basis set.

ORCA input file:
```
! RIJCOSX wB97M-V def2-TZVPD def2/J DEFGRID3
* xyz 0 1
N -1.5435 0.1784 2.3557
C -1.4518 -0.0480 1.1859
C -1.2432 -0.0249 -0.3161
C -0.2484 0.3817 -1.2230
C 0.9251 0.6574 -0.5701
O 1.7248 1.7201 -0.4981
C 1.2554 -0.5209 0.5677
O 0.6128 -1.4742 0.8564
H -2.0845 -0.3549 -0.9641
H -0.3625 -0.0609 -2.2825
H 2.4157 -0.4539 0.8880
*
```

Properties
- SMILES string: N#C/C=C\C(=O)C=O
- LUMO level: -1.66 eV
- E_tot: -10813.939 eV
- Gap between HOMO and LUMO: 8.55 eV
- Relative energy (zero: lowest compared OMol25 entry of this formula, charge and spin): 335.3 kJ/mol


Here is C5H3NO3 as an isolated structure from the OMol25 dataset. Energies are from ωB97M-V with the def2-TZVPD basis set.

ORCA input file:
```
! RIJCOSX wB97M-V def2-TZVPD def2/J DEFGRID3
* xyz 0 1
C 2.2481 -0.4867 -0.0747
C 0.8675 0.0985 -0.0472
C -1.0330 1.0034 -0.1971
C -1.6605 -0.8184 0.0963
C -0.2791 -0.2936 -0.2506
H 2.3479 -1.6316 -0.0715
H -2.1536 -1.4449 -0.8391
H -1.8064 -1.0120 1.2229
N -0.2498 2.0410 -0.0217
O 3.0737 0.4354 0.1016
O 0.9616 1.4988 -0.0040
O -2.3164 0.6101 0.0852
*
```

Properties
- LUMO level: -0.53 eV
- E_tot: -12859.326 eV
- Gap between HOMO and LUMO: 9.21 eV
- Relative energy (zero: lowest compared OMol25 entry of this formula, charge and spin): 542.2 kJ/mol


Here is C5H3O3Sr as an isolated structure from the OMol25 dataset. Energies are from ωB97M-V with the def2-TZVPD basis set.

ORCA input file:
```
! RIJCOSX wB97M-V def2-TZVPD def2/J DEFGRID3
* xyz 2 2
C -2.3094 -0.4443 -0.3272
C -3.0917 0.1572 0.5067
O -3.6901 0.9256 1.1544
C -1.5890 -1.6329 -0.7968
C -0.5153 -1.4191 0.2090
O 0.4896 -0.6580 0.0424
C 1.1490 0.8026 2.1541
O 2.2218 0.6880 1.7329
Sr 2.9714 -0.5323 -0.2474
H -2.1176 -2.5857 -0.6676
H -1.1827 -1.4623 -1.8112
H -0.4963 -2.0299 1.1241
*
```

Properties
- LUMO level (spin up / spin down): -9.17 / -9.17 eV
- E_tot: -12191.508 eV
- Gap between HOMO and LUMO (spin up / spin down): 6.90 / 6.43 eV
- Relative energy (zero: lowest compared OMol25 entry of this formula, charge and spin): 49.0 kJ/mol


Here is a 2-piece molecular cluster, C5H3OS2 overall from the OMol25 dataset. Energies are from ωB97M-V with the def2-TZVPD basis set.

ORCA input file:
```
! RIJCOSX wB97M-V def2-TZVPD def2/J DEFGRID3
* xyz -1 1
C 1.8039 -0.0206 -0.0707
C 0.6570 -0.7465 -0.0115
C 1.5809 1.3337 0.0656
C -0.4968 -0.0230 -0.0729
C -2.7249 -0.7374 0.1211
O -2.6360 -1.9306 0.1599
S -3.6223 0.5219 -0.1832
S -0.1348 1.6618 0.1577
H 2.7619 -0.3461 -0.0968
H 0.4544 -1.7570 0.0112
H 2.3568 2.0438 -0.0803
*
```

Properties
- LUMO level: 3.50 eV
- E_tot: -28950.780 eV
- Gap between HOMO and LUMO: 7.07 eV


Here is C5H4 as an isolated structure from the OMol25 dataset. Energies are from ωB97M-V with the def2-TZVPD basis set.

ORCA input file:
```
! RIJCOSX wB97M-V def2-TZVPD def2/J DEFGRID3
* xyz 0 1
C -1.5788 -0.3439 -0.0150
C -0.0906 -0.0964 0.0039
C 0.9948 0.5719 0.0136
C 2.2645 0.9296 0.0222
C 3.5287 1.0142 0.0232
H -1.8984 -0.9506 0.8409
H -1.8940 -0.8623 -0.9292
H -2.1510 0.5913 0.0302
H 0.8247 -0.8538 0.0104
*
```

Properties
- LUMO level: -0.57 eV
- E_tot: -5243.010 eV
- Gap between HOMO and LUMO: 8.64 eV
- Relative energy (zero: lowest compared OMol25 entry of this formula, charge and spin): 307.4 kJ/mol


Here is one molecule with the formula C5H4 from the OMol25 dataset. Energies are from ωB97M-V with the def2-TZVPD basis set.

ORCA input file:
```
! RIJCOSX wB97M-V def2-TZVPD def2/J DEFGRID3
* xyz 0 1
C -1.2586 -2.7266 -1.3308
C -0.6730 -1.8009 -0.7653
C -0.1496 -0.6785 -0.2089
C 0.2656 0.3547 0.2515
C 0.8583 1.5396 0.8302
H -2.1162 -2.1862 -1.7347
H 0.1489 2.0612 1.4769
H 1.2106 2.2183 0.0496
H 1.7141 1.2185 1.4314
*
```

Properties
- SMILES string: C#CC#CC
- LUMO level: 0.10 eV
- E_tot: -5244.853 eV
- Gap between HOMO and LUMO: 9.54 eV
- Relative energy (zero: lowest compared OMol25 entry of this formula, charge and spin): 129.5 kJ/mol


Number 1: F_max 0.89 eV/Å. Number 2: F_max 1.52 eV/Å. Number 3: F_max 6.10 eV/Å. Number 4: F_max 1.88 eV/Å. Number 5: F_max 9.71 eV/Å. Number 6: F_max 10.01 eV/Å. Number 7: F_max 2.07 eV/Å. Number 8: F_max 4.01 eV/Å. Number 9: F_max 2.03 eV/Å. Number 10: F_max 1.45 eV/Å.